1.
ORCA calculation (ωB97M-V with the def2-TZVPD basis set) on a cluster of 2 separate species, C2H4N2 in total at a distorted geometry.

Positions of all 8 atoms, in Å:
1 C 2.762 0.194 -0.183
2 C 1.583 0.343 0.016
3 N -1.686 0.015 -0.355
4 N -0.745 0.908 0.055
5 H 3.688 -0.019 -0.424
6 H -1.588 -0.859 0.151
7 H -1.716 0.077 -1.394
8 H -0.485 0.671 1.029

Results
- Spin multiplicity: 1
- Frontier orbital gap (spin up / spin down): 8.63 / 7.87 eV
- Charge: 0

2.
ORCA calculation (ωB97M-V with the def2-TZVPD basis set) on the molecule C3H5FS2 at a distorted geometry.

Positions of all 11 atoms, in Å:
1 F -1.405 -1.152 0.208
2 C -0.196 -0.782 0.727
3 C 0.790 -0.114 -0.412
4 S 0.773 0.113 -2.188
5 C 0.236 0.674 0.668
6 S -0.964 1.913 0.460
7 H 0.363 -1.570 1.335
8 H 1.863 -0.280 0.193
9 H -0.368 -1.100 -2.378
10 H 0.907 0.993 1.640
11 H -1.999 1.305 -0.254

Results
- Spin multiplicity: 1
- Frontier orbital gap: 9.23 eV
- SMILES: F[C@H]1[C@@H](S)[C@H]1S
- Charge: 0

3.
ORCA calculation (ωB97M-V with the def2-TZVPD basis set) on a structure of composition C23H44NOP3Pd at a distorted geometry.

Positions of all 73 atoms, in Å:
1 Pd -1.295 1.267 -0.837
2 P -1.458 3.425 -0.196
3 P -2.120 -0.126 0.795
4 P 1.135 1.349 -2.165
5 H -1.901 -3.680 -2.533
6 C -0.877 -3.370 -2.793
7 C 0.148 -3.669 -1.969
8 H -0.017 -4.246 -1.061
9 C -3.126 3.993 -0.672
10 C -1.331 3.686 1.609
11 C -0.327 4.606 -0.948
12 C -1.947 -1.885 0.426
13 C -1.514 0.047 2.502
14 C -3.923 0.188 0.892
15 C 1.644 -0.310 -2.744
16 C 2.735 2.040 -1.590
17 C 0.933 2.255 -3.745
18 H -0.715 -2.870 -3.746
19 H 1.178 -3.423 -2.259
20 H -3.185 5.076 -0.618
21 H -3.867 3.548 0.012
22 H -3.366 3.625 -1.679
23 H -1.356 4.758 1.783
24 H -0.391 3.246 1.990
25 H -2.187 3.220 2.109
26 H -0.547 5.600 -0.513
27 H -0.469 4.663 -2.017
28 H 0.723 4.378 -0.686
29 H -2.802 -2.417 0.862
30 H -1.014 -2.264 0.862
31 H -1.913 -2.050 -0.662
32 H -2.275 -0.359 3.187
33 H -1.327 1.094 2.764
34 H -0.570 -0.494 2.616
35 H -4.398 -0.538 1.564
36 H -4.343 0.123 -0.131
37 H -4.111 1.209 1.247
38 H 2.244 -0.235 -3.662
39 H 0.757 -0.913 -2.947
40 H 2.242 -0.804 -1.966
41 H 3.385 2.270 -2.441
42 H 3.242 1.317 -0.942
43 H 2.551 2.956 -1.019
44 H 1.848 2.172 -4.352
45 H 0.729 3.312 -3.528
46 H 0.108 1.843 -4.330
47 C -2.235 0.551 -3.500
48 C -3.384 1.319 -3.144
49 C -4.055 1.977 -4.200
50 C -3.619 1.835 -5.498
51 C -2.554 0.991 -5.834
52 C -1.867 0.309 -4.841
53 O -1.312 0.085 -2.650
54 H -2.087 2.093 0.368
55 H -3.782 1.452 -2.149
56 H -4.974 2.590 -4.000
57 H -4.104 2.349 -6.334
58 H -2.196 0.841 -6.899
59 H -0.999 -0.327 -5.003
60 C 4.325 -0.374 3.534
61 C 3.234 -0.024 2.576
62 C 2.655 -0.981 1.743
63 C 1.632 -0.635 0.869
64 N 1.150 0.628 0.800
65 C 1.721 1.566 1.574
66 C 2.732 1.277 2.493
67 H 3.946 -0.569 4.545
68 H 4.874 -1.258 3.207
69 H 5.050 0.458 3.625
70 H 2.988 -2.035 1.757
71 H 1.187 -1.364 0.212
72 H 1.376 2.591 1.447
73 H 3.111 2.077 3.124

Results
- Spin multiplicity: 5
- Frontier orbital gap (spin up / spin down): 6.84 / 3.13 eV
- Charge: +4

So what do the calculations give for electronic energy? Going down the list: -187.86286; -1013.40112; -2182.98132 Eh.
So what do the calculations give for ΔE to the lowest compared entry with this formula, charge and spin? Going down the list: 160.3; 79.2; 89.3 kcal per mole.